Record 1
Computed, not measured: a structure of composition C36H43MoN6S2Si, with wB97M-V/def2-TZVPD.

Last column: Mulliken charge in e.
CARTESIAN COORDINATES (ANGSTROEM)
Mo: 0.21417 0.29688 0.82946  -1.73
C: 0.61471 2.34553 3.11886  -1.29
C: 1.42467 1.35161 3.92749  -1.10
C: 2.51707 0.62695 3.18735  0.75
C: 3.73451 0.48606 3.84234  -0.83
C: 4.79422 -0.14876 3.22804  -0.68
C: 4.60673 -0.61867 1.94319  -0.87
C: 3.37504 -0.44149 1.35090  -0.94
N: 2.31891 0.15156 1.94074  1.06
N: -0.51234 1.77613 2.34152  1.03
C: -1.49013 1.06489 3.21473  -1.42
C: -1.10734 -0.36209 3.47310  0.01
C: -1.55218 -1.03031 4.60406  -1.08
C: -1.06687 -2.29662 4.87207  -0.91
C: -0.11565 -2.83864 4.01920  -0.85
C: 0.24576 -2.12497 2.89677  -0.70
N: -0.27852 -0.92839 2.58410  2.44
C: -1.22473 2.91566 1.74209  -1.83
C: -2.17545 2.40986 0.70735  1.03
C: -3.15295 3.23735 0.18569  -1.30
C: -3.97987 2.75660 -0.81112  -0.89
C: -3.81656 1.44645 -1.22414  -1.14
C: -2.82378 0.68896 -0.63709  0.05
N: -1.98860 1.14287 0.30541  1.22
H: 1.25671 2.84958 2.39176  0.49
H: 0.20729 3.10744 3.79285  0.47
H: 0.78601 0.63062 4.44203  0.35
H: 1.90690 1.91931 4.72392  0.58
H: 3.83914 0.89175 4.83903  0.50
H: 5.74475 -0.25519 3.73263  0.43
H: 5.39600 -1.10110 1.38576  0.52
H: 3.23642 -0.78639 0.34079  0.57
H: -2.45654 1.08126 2.70918  0.63
H: -1.60687 1.60385 4.16131  0.51
H: -2.24450 -0.54211 5.27643  0.55
H: -1.40104 -2.83968 5.74511  0.46
H: 0.33557 -3.80160 4.20916  0.52
H: 0.97632 -2.51760 2.20663  0.06
H: -0.49630 3.57627 1.26910  0.58
H: -1.75227 3.47671 2.52256  0.67
H: -3.24606 4.25072 0.55171  0.56
H: -4.74081 3.38682 -1.25100  0.45
H: -4.43961 1.00732 -1.98978  0.57
H: -2.70230 -0.33890 -0.92793  -0.55
S: 3.88150 1.96202 -0.58215  -0.13
C: 3.04856 2.29143 -2.02481  0.56
C: 3.79094 2.40905 -3.22414  -0.90
C: 3.20250 2.82006 -4.39463  0.67
C: 3.99135 2.93604 -5.59431  -0.26
N: 4.62658 3.03185 -6.54513  -0.46
C: 1.82456 3.12925 -4.39917  0.45
C: 1.07564 2.98462 -3.25246  -0.48
C: 1.64040 2.51240 -2.05878  -0.58
S: 0.54545 2.23533 -0.73654  0.22
C: 1.16677 3.55043 -5.60979  -0.34
N: 0.61180 3.87072 -6.56222  -0.47
H: 4.85103 2.19911 -3.20736  0.56
H: 0.01534 3.19608 -3.28263  0.56
C: 1.12550 -1.89537 -0.37588  -1.02
Si: -0.59348 -1.46390 -0.94583  1.72
C: -0.47500 -1.29791 -2.85699  2.84
C: -1.61219 -0.46732 -3.46467  -1.73
C: -0.44570 -2.70142 -3.48624  -1.85
C: 0.83775 -0.62080 -3.25781  -2.34
C: -1.97426 -2.73114 -0.41065  1.98
C: -3.17946 -2.78209 -1.37264  -1.68
C: -2.56334 -2.45567 0.98139  -1.61
C: -1.34931 -4.13669 -0.38962  -1.79
H: 1.23129 -2.70963 0.33203  0.72
H: 1.48276 -0.95175 0.12181  -0.13
H: 1.85880 -1.98751 -1.17260  0.61
H: -2.60365 -0.87171 -3.25351  0.26
H: -1.50163 -0.43501 -4.55265  0.65
H: -1.57416 0.56333 -3.10487  0.21
H: -1.39053 -3.23627 -3.42621  0.40
H: 0.32795 -3.33247 -3.04216  0.33
H: -0.20328 -2.59695 -4.54805  0.54
H: 0.95399 0.33745 -2.77171  0.23
H: 0.83400 -0.45602 -4.33977  0.66
H: 1.71572 -1.22744 -3.03789  0.33
H: -3.78199 -1.87285 -1.36415  0.33
H: -3.84106 -3.58773 -1.04205  0.61
H: -2.90946 -2.99351 -2.40350  0.18
H: -2.87897 -1.41784 1.10910  -0.01
H: -1.86703 -2.70229 1.77811  0.34
H: -3.44408 -3.08810 1.12469  0.68
H: -1.03705 -4.46922 -1.37921  0.36
H: -2.08999 -4.85285 -0.02037  0.50
H: -0.48418 -4.19420 0.27271  0.33

Values from the calculation:
* ΔE to the lowest compared entry with this formula, charge and spin: 2.147 eV
* LUMO (alpha / beta): -2.84 / -4.47 eV
* HOMO-LUMO gap (alpha / beta): 6.8 / 5.3 eV
* spin multiplicity: 3
* charge: +1

Record 2
Computed, not measured: a cluster of 9 separate species, C27H53NO9S in total, with wB97M-V/def2-TZVPD.

Last column: Mulliken charge in e.
CARTESIAN COORDINATES (ANGSTROEM)
O: -6.03641 1.96723 -3.18103  -0.67
S: -4.86178 1.12042 -3.21713  1.07
O: -4.39003 0.58743 -4.48477  -0.61
C: -3.42297 1.94471 -2.43565  -0.49
C: -3.54375 1.56527 -0.96527  -0.26
C: -3.86810 0.05165 -0.98387  0.34
C: -5.05881 -0.16453 -1.91291  -0.92
H: -3.52893 2.98246 -2.74053  0.59
H: -2.52993 1.47298 -2.84043  -0.10
H: -2.56238 1.73536 -0.52288  -0.37
H: -4.34060 2.13742 -0.48935  0.53
H: -4.05324 -0.24808 0.04737  0.40
H: -2.97359 -0.43749 -1.36482  -0.33
H: -6.02780 -0.04262 -1.43814  0.35
H: -5.02133 -1.11278 -2.44781  0.44
C: 6.53744 -0.39605 -0.28885  -1.16
C: 5.53610 -1.21818 0.48906  0.79
C: 5.81083 -2.68004 0.65599  -1.10
O: 4.52416 -0.71603 0.92128  -0.48
H: 6.49554 -0.69138 -1.34240  0.33
H: 7.55580 -0.53064 0.07275  0.36
H: 6.30669 0.66827 -0.30671  0.29
H: 6.85803 -2.81670 0.92595  0.36
H: 5.50771 -3.30682 -0.17985  0.31
H: 5.19464 -2.99660 1.50110  0.29
C: 2.73365 -0.08145 6.02049  -0.69
C: 3.22451 0.37002 4.64843  0.19
C: 2.38735 0.08621 3.45550  -0.01
O: 4.23118 1.03906 4.56409  -0.58
H: 3.36429 -0.89650 6.36350  0.29
H: 1.66913 -0.32818 6.02474  -0.02
H: 2.76339 0.78633 6.68215  0.33
H: 2.38519 -0.96961 3.16756  0.21
H: 2.87617 0.49477 2.56745  0.26
H: 1.37782 0.49399 3.52045  0.04
C: 1.78322 2.98690 -4.06283  -1.01
C: 0.82347 3.66352 -3.10851  0.85
C: 1.28819 3.82132 -1.69149  -0.72
O: -0.25151 4.03905 -3.48899  -0.55
H: 1.98903 1.95416 -3.78366  0.16
H: 2.72496 3.52493 -4.18774  0.47
H: 1.31554 2.99408 -5.04752  0.25
H: 0.57612 4.27695 -1.00072  0.25
H: 2.23081 4.36639 -1.65132  0.46
H: 1.40004 2.82976 -1.24088  -0.20
C: -3.36636 -3.82475 0.77870  -0.81
C: -2.53663 -3.70075 -0.47815  0.35
C: -1.47088 -2.62477 -0.48863  -0.11
O: -2.71283 -4.44422 -1.41062  -0.58
H: -3.77529 -4.82929 0.86087  0.36
H: -4.14124 -3.05846 0.78495  0.23
H: -2.73761 -3.71738 1.66692  0.10
H: -0.57175 -2.88624 0.06461  0.44
H: -1.91677 -1.72975 -0.04375  -0.28
H: -1.18584 -2.31269 -1.49362  0.37
C: -0.13472 -2.45087 3.30481  0.04
C: -1.06442 -2.75238 4.48381  0.44
C: -1.50534 -1.51392 5.22403  -0.64
O: -1.46253 -3.85511 4.74900  -0.59
H: -0.22378 -1.40852 3.01822  -0.31
H: -0.46609 -3.03934 2.45153  0.11
H: 0.82590 -2.84476 3.63836  0.36
H: -0.69065 -1.09508 5.82030  0.16
H: -2.35943 -1.68317 5.87658  0.42
H: -1.77322 -0.77613 4.46817  -0.19
C: -0.69022 2.73588 1.87690  -0.84
C: -1.55521 1.60714 2.39788  0.99
C: -2.24630 1.81648 3.72211  -1.68
O: -1.56044 0.51517 1.86313  -0.26
H: 0.20236 2.81668 2.49436  0.39
H: -1.26769 3.66305 1.88654  0.47
H: -0.44361 2.55518 0.83054  -0.12
H: -2.85179 2.72164 3.66020  0.45
H: -1.56058 1.82415 4.57019  0.30
H: -2.88804 0.95585 3.90943  0.42
C: 1.50640 -0.07245 -6.42258  -1.03
C: 0.11919 -0.67255 -6.37229  0.64
C: -0.86734 0.02868 -5.45997  -0.39
O: -0.19440 -1.68110 -6.95326  -0.57
H: 1.46133 0.86652 -6.97036  0.32
H: 2.09316 -0.76154 -7.03606  0.32
H: 1.90497 -0.08353 -5.41127  0.22
H: -0.72029 -0.29989 -4.42584  -0.10
H: -1.90903 -0.20522 -5.67165  0.34
H: -0.71089 1.10894 -5.48799  0.24
C: 1.34564 0.01944 0.15769  -0.41
C: 0.45573 0.31974 -0.96366  -0.13
N: -0.15626 0.61545 -1.88835  -0.07
H: 0.98830 -0.88541 0.64138  0.04
H: 1.47714 0.86923 0.82046  0.16
H: 2.33753 -0.15697 -0.26538  0.47

Values from the calculation:
* ΔE to the lowest compared entry with this formula, charge and spin: 0.000 eV
* LUMO: -0.06 eV
* structure (SMILES): O=S1(=O)CCCC1.CC(C)=O.CC(C)=O.CC(C)=O.CC(C)=O.CC(C)=O.CC(C)=O.CC(C)=O.CC#N
* HOMO-LUMO gap: 9.1 eV

Record 3
Computed, not measured: the molecule C5H6N2S, with wB97M-V/def2-TZVPD.

Last column: Mulliken charge in e.
CARTESIAN COORDINATES (ANGSTROEM)
C: 2.39220 -0.39557 -1.73077  -1.07
C: 1.17465 -0.46632 -0.76013  0.65
C: 0.08148 0.40351 -0.75588  -0.30
C: -0.95139 0.31251 0.27338  -0.07
S: -2.12267 1.60558 0.26686  -0.31
C: -0.62862 -0.63739 1.26220  -0.10
N: 0.46341 -1.33473 1.24831  -0.89
N: 1.35002 -1.28141 0.34017  0.34
H: 1.96469 0.30333 -2.46801  0.30
H: 2.79346 -1.39112 -2.26256  0.30
H: 3.27026 -0.00940 -1.15175  0.29
H: 0.14415 1.11647 -1.65683  0.17
H: -1.26712 -0.62088 2.13147  0.41
H: 1.95336 -2.07503 0.28566  0.29

Values from the calculation:
* ΔE to the lowest compared entry with this formula, charge and spin: 2.482 eV
* LUMO: -0.36 eV
* structure (SMILES): Cc1cc(=S)cn[nH]1
* HOMO-LUMO gap: 7.6 eV

Record 4
Computed, not measured: a structure of composition C20H22BrCoN3O11PS3, with wB97M-V/def2-TZVPD.

Last column: Mulliken charge in e.
CARTESIAN COORDINATES (ANGSTROEM)
Co: 0.26049 0.26641 0.03140  2.32
O: 2.90497 1.72190 3.17536  -0.80
S: 2.66414 1.12964 1.87356  1.49
O: 3.04115 -0.25274 1.75914  -0.64
O: 1.32550 1.48762 1.35406  -0.76
C: 3.80463 2.04193 0.79296  -0.52
C: 4.95199 2.56857 1.36970  -0.74
C: 5.83199 3.33287 0.62146  -0.54
C: 5.57583 3.57874 -0.72134  -0.56
C: 4.45155 3.03030 -1.31463  -0.55
C: 3.57296 2.26499 -0.55828  0.10
S: 2.17653 1.54745 -1.40157  1.71
O: 2.46946 1.72120 -2.82181  -0.80
O: 2.04389 0.16815 -0.95562  -0.67
O: 1.00301 2.39860 -1.05516  -0.79
H: 5.13130 2.35425 2.41419  0.47
H: 6.72309 3.73741 1.08502  0.37
H: 6.25829 4.18346 -1.30475  0.37
H: 4.24532 3.16350 -2.36686  0.49
O: -1.63256 0.81629 0.31519  -0.71
N: -2.70873 0.10969 0.49162  0.80
C: -3.76420 0.79205 1.00265  -0.30
C: -5.02186 0.25803 1.07762  -0.68
C: -5.23743 -1.05075 0.66716  -0.33
C: -4.14000 -1.77887 0.25142  -0.66
C: -2.87445 -1.21509 0.17167  0.25
S: -1.49280 -2.24736 -0.20915  -0.03
H: -3.52767 1.80624 1.28487  0.44
H: -5.83559 0.86532 1.44622  0.40
H: -6.22206 -1.49435 0.68969  0.42
H: -4.22814 -2.81755 -0.02930  0.45
Br: -2.76716 -2.91162 5.69669  -0.26
C: -1.07204 -3.18789 4.86464  -0.18
C: -0.19144 -4.08955 5.43515  -0.41
C: 1.02975 -4.30357 4.80985  -0.58
C: 1.33976 -3.64820 3.62818  -0.52
C: 0.43818 -2.75339 3.06870  0.44
C: -0.77628 -2.50726 3.69982  0.01
C: 0.71773 -2.11927 1.70885  0.33
O: 1.37190 -2.75593 0.89691  -0.67
O: 0.11035 -1.00344 1.54822  -0.78
H: -0.45817 -4.61485 6.34189  0.38
H: 1.72834 -5.00696 5.24581  0.37
H: 2.27805 -3.82120 3.11902  0.43
H: -1.46271 -1.79617 3.26362  0.38
N: -0.26711 2.97061 -3.62625  -0.25
C: -1.44059 2.17022 -3.99933  -0.75
P: -0.93324 0.38131 -3.66100  0.33
O: -0.04754 -0.04447 -4.77110  -0.81
O: -0.49449 0.30787 -2.22030  -0.31
C: -2.55633 -0.50020 -3.88110  -0.66
N: -2.24420 -1.91374 -3.65991  -0.48
H: 0.61562 2.52596 -3.94602  0.32
H: -0.02009 2.90795 -2.55232  0.31
H: -0.30360 3.94161 -3.91443  0.37
H: -1.63463 2.29361 -5.06488  0.37
H: -2.30935 2.48378 -3.42157  0.36
H: -2.92131 -0.30884 -4.89754  0.41
H: -3.31528 -0.16674 -3.16921  0.27
H: -1.83897 -2.35372 -1.52840  0.13
H: -1.36737 -2.13152 -4.12867  0.26
H: -2.95837 -2.53228 -4.02180  0.18

Values from the calculation:
* LUMO (alpha / beta): 1.89 / 1.89 eV
* HOMO-LUMO gap (alpha / beta): 7.5 / 7.8 eV
* spin multiplicity: 2
* charge: -1

| no. | F_max (eV/Å) | energy (eV) |
| --- | --- | --- |
| 1 | 0.997 | -78368.1766 |
| 2 | 1.708 | -59609.7645 |
| 3 | 4.568 | -19095.5289 |
| 4 | 2.804 | -197556.2596 |